Entry 1:
The following is a quantum chemistry calculation of a molecular structure, C32H48BF3N3O7P2RuS, from the OMol25 dataset.

Positions of all 98 atoms, in Å:
Ru (0.374, 0.263, -0.227)
C (1.584, 1.987, -4.228)
C (1.913, 0.571, -3.758)
C (2.242, -0.324, -4.959)
C (3.131, 0.603, -2.830)
P (0.485, -0.099, -2.706)
C (0.798, -1.949, -2.720)
N (-0.009, -2.448, -1.643)
B (-0.371, -1.660, -0.501)
N (-1.400, -2.394, 0.158)
C (-2.218, -1.911, 1.235)
P (-1.257, -0.465, 1.978)
C (-0.798, -1.196, 3.687)
C (0.096, -0.272, 4.511)
C (-2.047, -1.509, 4.514)
C (-0.014, -2.479, 3.388)
C (-2.544, 0.932, 2.055)
C (-2.203, 1.940, 3.145)
C (-2.426, 1.610, 0.686)
C (-3.970, 0.419, 2.269)
C (-1.644, -3.551, -0.541)
C (-2.578, -4.557, -0.340)
C (-2.622, -5.590, -1.257)
C (-1.746, -5.639, -2.346)
C (-0.801, -4.655, -2.551)
C (-0.762, -3.591, -1.656)
C (-1.176, 0.100, -3.621)
C (-2.211, -0.828, -2.981)
C (-1.657, 1.538, -3.434)
C (-1.101, -0.234, -5.108)
H (2.502, 2.504, -4.498)
H (1.097, 2.551, -3.435)
H (0.938, 1.971, -5.101)
H (3.081, 0.121, -5.493)
H (1.421, -0.416, -5.663)
H (2.544, -1.320, -4.650)
H (3.976, 1.046, -3.353)
H (3.422, -0.399, -2.516)
H (2.941, 1.210, -1.946)
H (1.866, -2.110, -2.522)
H (0.537, -2.437, -3.663)
H (-2.420, -2.698, 1.966)
H (-3.177, -1.565, 0.833)
H (-0.350, 0.705, 4.666)
H (1.068, -0.145, 4.045)
H (0.259, -0.720, 5.491)
H (-2.523, -0.600, 4.871)
H (-1.745, -2.082, 5.390)
H (-2.779, -2.104, 3.975)
H (0.727, -2.304, 2.605)
H (-0.660, -3.297, 3.080)
H (0.511, -2.802, 4.286)
H (-1.162, 2.232, 3.076)
H (-2.412, 1.545, 4.135)
H (-2.808, 2.835, 3.011)
H (-1.472, 2.144, 0.612)
H (-3.224, 2.338, 0.548)
H (-2.497, 0.872, -0.124)
H (-4.032, -0.286, 3.093)
H (-4.387, -0.043, 1.378)
H (-4.607, 1.267, 2.514)
H (-3.257, -4.533, 0.497)
H (-3.346, -6.378, -1.131)
H (-1.814, -6.462, -3.039)
H (-0.105, -4.710, -3.375)
H (-2.232, -0.694, -1.898)
H (-2.021, -1.874, -3.209)
H (-3.196, -0.579, -3.374)
H (-1.661, 1.810, -2.380)
H (-2.667, 1.643, -3.822)
H (-1.027, 2.248, -3.956)
H (-0.690, -1.224, -5.287)
H (-0.528, 0.505, -5.657)
H (-2.111, -0.222, -5.515)
O (2.243, -0.759, 0.757)
C (3.059, -0.169, 1.467)
C (2.853, 0.901, 2.397)
C (3.922, 1.310, 3.201)
C (3.784, 2.378, 4.062)
C (2.592, 3.122, 4.099)
C (1.528, 2.741, 3.339)
C (1.589, 1.592, 2.493)
O (0.553, 1.202, 1.872)
N (4.858, 2.756, 4.954)
O (4.666, 3.701, 5.683)
O (5.865, 2.087, 4.926)
H (4.112, -0.494, 1.397)
H (4.864, 0.780, 3.164)
H (2.534, 3.989, 4.740)
H (0.620, 3.322, 3.325)
F (2.815, 5.020, -0.405)
C (2.085, 4.322, -1.270)
F (2.917, 3.811, -2.180)
F (1.253, 5.148, -1.900)
S (1.188, 2.978, -0.310)
O (0.162, 2.453, -1.216)
O (0.668, 3.669, 0.822)
O (2.227, 1.986, -0.100)

The value obtained for the gap between HOMO and LUMO (alpha / beta) is 7.49 / 5.58 eV. Its energy above the lowest of the compared OMol25 structures with the same formula, charge and spin is 174.8 kJ/mol. The HOMO energy (alpha / beta) comes out at -11.1 / -11.0 eV. As for the spin multiplicity: 5. As for the expectation value of S²: 6.04. Its net charge is +1.

Mulliken atomic charge list, values in e, 2 entries: 1.09, -1.91


Entry 2:
The following is a quantum chemistry calculation of a molecular structure, C32H48BrInN9O2SSi2Te, from the OMol25 dataset.

Positions of all 97 atoms, in Å:
In (0.717, 0.336, -0.193)
N (4.241, -1.202, -2.347)
C (3.459, -0.904, -1.262)
S (1.848, -1.598, -1.285)
N (4.017, -0.206, -0.321)
N (3.188, -0.024, 0.762)
C (3.778, 0.270, 1.847)
C (3.017, 0.404, 3.102)
C (3.436, 1.302, 4.080)
C (2.679, 1.434, 5.231)
C (1.536, 0.662, 5.365)
C (1.217, -0.224, 4.345)
N (1.940, -0.370, 3.244)
H (3.756, -1.432, -3.196)
H (5.083, -0.654, -2.435)
H (4.860, 0.411, 1.862)
H (4.325, 1.899, 3.920)
H (2.967, 2.137, 6.003)
H (0.901, 0.739, 6.238)
H (0.331, -0.847, 4.416)
N (-0.739, 1.747, -4.551)
C (0.406, 1.065, -4.865)
C (0.646, 0.261, -3.794)
N (-0.311, 0.455, -2.823)
C (-1.128, 1.359, -3.312)
C (-2.295, 1.997, -2.690)
N (-3.501, 1.499, -2.547)
C (-4.245, 2.528, -2.028)
C (-3.477, 3.649, -1.880)
N (-2.234, 3.303, -2.327)
H (-1.162, 2.490, -5.080)
H (0.928, 1.207, -5.794)
H (1.443, -0.445, -3.642)
H (-5.288, 2.401, -1.787)
H (-3.691, 4.621, -1.471)
H (-1.351, 3.788, -2.210)
C (0.476, 2.759, 2.155)
C (-0.811, 2.015, 1.765)
C (-1.683, 1.877, 3.019)
C (-1.569, 2.882, 0.752)
N (-0.579, 0.668, 1.272)
H (0.263, 3.767, 2.531)
H (1.134, 2.860, 1.284)
H (1.009, 2.209, 2.931)
H (-1.937, 2.855, 3.441)
H (-1.155, 1.295, 3.777)
H (-2.606, 1.352, 2.766)
H (-1.876, 3.849, 1.173)
H (-2.458, 2.346, 0.413)
H (-0.923, 3.067, -0.107)
C (-1.547, -2.979, -3.041)
Si (-1.977, -4.083, -1.593)
C (-0.401, -4.699, -0.780)
C (-2.883, -5.602, -2.260)
C (-3.063, -3.176, -0.388)
Te (-2.175, -1.308, 0.394)
C (-1.138, -2.348, 1.963)
Si (-2.132, -2.808, 3.469)
C (-2.801, -1.306, 4.364)
C (-1.011, -3.758, 4.653)
C (-3.595, -3.922, 3.087)
H (-2.451, -2.613, -3.535)
H (-0.950, -3.519, -3.781)
H (-0.984, -2.103, -2.711)
H (0.191, -5.280, -1.492)
H (-0.624, -5.345, 0.073)
H (0.222, -3.874, -0.431)
H (-2.271, -6.147, -2.983)
H (-3.814, -5.314, -2.756)
H (-3.139, -6.290, -1.450)
H (-3.369, -3.819, 0.438)
H (-3.978, -2.853, -0.895)
H (-0.344, -1.643, 2.224)
H (-0.669, -3.227, 1.517)
H (-2.006, -0.646, 4.716)
H (-3.396, -1.617, 5.227)
H (-3.438, -0.721, 3.699)
H (-0.131, -3.174, 4.933)
H (-0.655, -4.682, 4.189)
H (-1.543, -4.027, 5.570)
H (-4.320, -3.410, 2.451)
H (-4.098, -4.197, 4.019)
H (-3.292, -4.843, 2.584)
Br (1.149, 4.878, -4.603)
C (2.752, 4.045, -3.995)
C (3.878, 4.335, -4.757)
C (5.105, 3.791, -4.419)
C (5.203, 2.952, -3.319)
C (4.073, 2.662, -2.574)
C (2.823, 3.201, -2.890)
C (1.652, 2.808, -1.992)
O (0.593, 3.429, -2.059)
O (1.932, 1.835, -1.221)
H (3.783, 4.990, -5.612)
H (5.977, 4.026, -5.016)
H (6.157, 2.522, -3.040)
H (4.124, 1.996, -1.722)

The value obtained for the gap between HOMO and LUMO is 5.81 eV. Its energy above the lowest of the compared OMol25 structures with the same formula, charge and spin is 88.8 kJ/mol. The HOMO energy comes out at -3.6 eV. Its net charge is -1.

Mulliken atomic charge list, values in e, 2 entries: 0.46, -0.36


Sequential max |F| output: 2.76 0.12 eV/Å